Entry P
{
  "formula": "C5H8N2O3",
  "method": "wB97M-V/def2-TZVPD",
  "homo_ev": -9.3710,
  "gap_ev": 9.5,
  "e_lumo_ev": 0.2,
  "species": ["C", "C", "C", "C", "C", "N", "N", "O", "O", "O", "H", "H", "H", "H", "H", "H", "H", "H"],
  "xyz": [[1.9458, -0.9749, -0.7056], [-2.4737, 0.7070, 0.0150], [-2.3357, -0.7471, 0.1017], [-1.1843, 0.7938, 0.6080], [2.0536, -0.0184, 0.2821], [-0.9996, -0.5103, 0.6379], [3.0104, 1.0058, 0.1490], [0.8840, -1.8073, -0.8071], [2.6731, 2.1425, 0.4884], [4.1045, 0.6419, -0.2943], [2.7017, -1.1748, -1.3422], [-2.6496, 1.1526, -0.9368], [-3.2646, 1.1119, 0.6284], [-3.1237, -1.2235, 0.6130], [-2.1344, -1.4175, -0.8604], [0.1048, -1.4195, -0.2063], [-0.5530, 1.6396, 0.7574], [1.2406, 0.0983, 0.8716]],
  "nbo_charge": [0.2745, -0.4993, -0.2341, 0.1515, -0.2687, -0.4459, 0.5068, -0.6803, -0.4045, -0.4033, 0.1888, 0.2422, 0.2260, 0.2142, 0.2021, 0.5058, 0.2171, 0.2072]
}

Entry Q
{
  "formula": "C5H8N2O3",
  "method": "wB97M-V/def2-TZVPD",
  "homo_ev": -8.9582,
  "gap_ev": 8.8,
  "smiles": "CNC1=CC(=O)NC1=O.O",
  "e_lumo_ev": -0.1,
  "species": ["C", "N", "C", "C", "C", "O", "N", "C", "O", "H", "H", "H", "H", "H", "H", "O", "H", "H"],
  "xyz": [[-2.3096, 1.5183, -1.3482], [-1.3784, 1.4901, -0.2447], [-0.4823, 0.5270, -0.0836], [-0.1339, -0.5298, -0.8861], [0.5738, -1.5210, -0.0781], [0.5367, -2.7312, -0.1967], [0.7674, -0.8597, 1.2648], [0.0988, 0.3227, 1.3095], [0.1147, 1.1606, 2.1839], [-1.7707, 1.6326, -2.3009], [-2.8928, 0.5862, -1.3888], [-2.9950, 2.3608, -1.2171], [-1.4517, 2.1804, 0.4929], [-0.5596, -0.7759, -1.8559], [1.2330, -1.2941, 2.0513], [3.6492, -1.7502, 0.7069], [3.1283, -1.2905, 1.4778], [3.8722, -1.0264, 0.1130]],
  "nbo_charge": [-0.4143, -0.5518, 0.1754, -0.4553, 0.6784, -0.5236, -0.6824, 0.6458, -0.5767, 0.2021, 0.2042, 0.2185, 0.4212, 0.2397, 0.4169, -0.9291, 0.4612, 0.4699]
}

Entry R
{
  "formula": "C5H8N2O3",
  "method": "wB97M-V/def2-TZVPD",
  "homo_ev": -9.7649,
  "gap_ev": 9.5,
  "e_lumo_ev": -0.3,
  "species": ["C", "C", "C", "C", "C", "H", "H", "H", "H", "H", "H", "H", "H", "N", "N", "O", "O", "O"],
  "xyz": [[-1.1813, 1.6271, 0.2489], [-0.4117, 0.6184, 0.9674], [-0.6032, -0.7037, 0.8549], [-2.8472, -0.3539, -0.1381], [2.7209, -0.3167, -0.5493], [-3.0014, 1.7122, -0.6187], [0.6224, 0.6609, 1.2315], [0.1709, -1.5527, 1.0379], [-1.9066, -2.3145, -0.2784], [4.5901, -0.3314, -0.5076], [1.8701, 0.4295, -0.4455], [2.6834, -0.4849, -1.6304], [2.4381, -1.1375, -0.0066], [-2.4465, 1.0605, -0.1235], [-1.8643, -1.1456, 0.4319], [-0.8747, 2.8130, -0.0260], [-3.9027, -0.7191, -0.5172], [3.9437, 0.1382, 0.0686]],
  "nbo_charge": [0.6450, -0.4044, 0.0745, 0.7911, -0.2676, 0.4204, 0.2425, 0.2364, 0.4232, 0.4648, 0.1790, 0.1762, 0.1550, -0.6653, -0.6208, -0.5777, -0.5663, -0.7064]
}

Energy above the most stable structure, in kcal/mol: entry P 137.8; entry Q 0.0; entry R 49.6